1.
DFT (ωB97M-V/def2-TZVPD) results for a structure of composition BrNO3Pb3.

## Properties
- HOMO-LUMO gap (eV) = 3.576
- energy (Eh) = -3431.03904
- HOMO level (eV) = -21.287
- total charge = +4
- energy above the lowest of the compared OMol25 structures with the same formula, charge and spin (kcal per mole) = 82.1
- 2S+1 = 1
- max |F| (eV/A) = 6.94

Atoms and positions in Å:
Pb1 -1.244 2.320 -1.251
Pb2 1.970 -1.278 2.563
Pb3 -0.388 -2.555 -2.399
Br1 -2.741 0.428 0.915
N1 0.597 0.289 0.158
O1 0.525 1.573 0.137
O2 -0.292 -0.371 -0.553
O3 1.572 -0.406 0.431

=====

2.
DFT (ωB97M-V/def2-TZVPD) results for a structure of composition BrNaPt.

## Properties
- HOMO-LUMO gap (alpha / beta) (eV) = 10.352 / 7.418
- energy (Eh) = -2854.79168
- ⟨S²⟩ = 2.01
- HOMO level (alpha / beta) (eV) = -21.756 / -21.405
- total charge = +2
- energy above the lowest of the compared OMol25 structures with the same formula, charge and spin (kcal per mole) = 34.4
- 2S+1 = 3
- max |F| (eV/A) = 5.41

Atoms and positions in Å:
Na1 0.342 2.038 0.184
Pt1 -0.556 -1.899 0.309
Br1 0.213 -0.139 -0.493

=====

3.
DFT (ωB97M-V/def2-TZVPD) results for a structure of composition BrPd.

## Properties
- HOMO-LUMO gap (alpha / beta) (eV) = 8.079 / 6.291
- energy (Eh) = -2701.47204
- ⟨S²⟩ = 2.00
- HOMO level (alpha / beta) (eV) = -15.432 / -15.001
- total charge = +1
- energy above the lowest of the compared OMol25 structures with the same formula, charge and spin (kcal per mole) = 25.3
- 2S+1 = 3
- max |F| (eV/A) = 0.35

Atoms and positions in Å:
Pd1 -1.335 -13.028 -11.899
Br1 1.981 -14.743 -11.170

=====

4.
DFT (ωB97M-V/def2-TZVPD) results for a cluster of 22 separate species, C100H152O28 in total.

## Properties
- HOMO-LUMO gap (eV) = 7.516
- energy (Eh) = -6007.64367
- HOMO level (eV) = -9.343
- 2S+1 = 1
- max |F| (eV/A) = 3.74

Atoms and positions in Å:
C1 12.063 15.917 14.567
C2 11.783 16.850 13.712
C3 10.424 17.407 13.547
O1 10.227 18.192 12.665
C4 9.398 16.898 14.503
C5 9.720 16.100 15.509
C6 11.076 15.558 15.553
O2 11.386 14.756 16.436
H1 12.981 15.410 14.529
H2 12.468 17.323 13.061
H3 8.406 17.310 14.360
H4 9.015 15.726 16.330
C7 13.035 13.321 24.776
C8 12.211 14.050 24.039
C9 10.815 14.392 24.491
O3 10.025 15.097 23.902
C10 10.428 13.847 25.865
C11 11.320 13.191 26.600
C12 12.735 12.880 26.166
O4 13.501 12.251 26.836
H5 13.940 12.936 24.264
H6 12.373 14.363 23.016
H7 9.468 14.108 26.306
H8 11.079 12.938 27.662
C13 18.261 14.953 15.239
C14 19.534 14.928 14.788
C15 19.931 15.658 13.552
O5 21.120 15.759 13.332
C16 18.881 16.097 12.603
C17 17.631 16.036 13.011
C18 17.166 15.605 14.415
O6 16.059 15.835 14.854
H9 17.964 14.581 16.217
H10 20.323 14.327 15.357
H11 19.162 16.370 11.577
H12 16.851 16.418 12.277
C19 14.642 16.391 20.719
C20 15.414 17.099 19.949
C21 15.737 16.718 18.539
O7 16.639 17.228 17.895
C22 14.970 15.657 17.832
C23 14.113 14.957 18.612
C24 13.982 15.203 20.144
O8 13.331 14.433 20.854
H13 14.428 16.789 21.711
H14 15.880 18.031 20.319
H15 15.129 15.515 16.786
H16 13.503 14.116 18.222
C25 14.661 15.519 27.690
C26 15.910 15.998 27.547
C27 16.401 17.078 28.427
O9 17.585 17.384 28.400
C28 15.446 17.592 29.373
C29 14.179 17.185 29.429
C30 13.667 16.110 28.615
O10 12.494 15.785 28.581
H17 14.223 14.767 27.063
H18 16.726 15.450 26.869
H19 15.734 18.434 30.052
H20 13.610 17.643 30.240
C31 18.555 19.551 26.405
C32 19.740 19.428 25.759
C33 19.911 19.016 24.306
O11 21.000 18.869 23.797
C34 18.638 18.865 23.514
C35 17.492 18.956 24.206
C36 17.382 19.291 25.631
O12 16.262 19.299 26.133
H21 18.486 19.883 27.439
H22 20.643 19.651 26.308
H23 18.620 18.571 22.497
H24 16.433 18.796 23.835
C37 18.122 13.856 23.623
C38 17.991 15.344 23.713
C39 16.542 15.642 23.940
O13 16.077 14.474 24.673
C40 16.641 13.348 24.013
H25 18.805 13.542 24.447
H26 18.502 13.505 22.696
H27 18.426 15.829 22.815
H28 18.520 15.703 24.690
H29 15.991 15.739 23.021
H30 16.262 16.406 24.669
H31 16.012 13.020 23.170
H32 16.527 12.472 24.641
C41 17.255 12.279 19.043
C42 17.985 13.674 19.157
C43 19.380 13.475 18.659
O14 19.255 12.430 17.691
C44 18.395 11.442 18.328
H33 16.328 12.324 18.452
H34 17.148 11.922 20.026
H35 17.974 14.019 20.220
H36 17.413 14.424 18.586
H37 20.096 13.240 19.449
H38 19.808 14.333 18.008
H39 18.870 10.854 19.069
H40 18.072 10.840 17.489
C45 24.129 15.597 17.424
C46 23.865 14.242 18.140
C47 22.734 13.611 17.318
O15 21.927 14.715 16.995
C48 22.767 15.866 16.742
H41 24.882 15.570 16.697
H42 24.214 16.418 18.124
H43 23.432 14.509 19.093
H44 24.757 13.728 18.436
H45 22.187 12.882 17.932
H46 23.160 13.089 16.380
H47 22.204 16.727 17.063
H48 22.890 15.980 15.708
C49 15.231 20.266 13.480
C50 13.815 20.168 12.938
C51 14.074 19.176 11.758
O16 14.876 18.170 12.380
C52 15.660 18.807 13.411
H49 15.337 20.693 14.523
H50 15.836 20.894 12.872
H51 13.355 21.101 12.563
H52 12.996 19.784 13.608
H53 14.607 19.737 11.040
H54 13.206 18.699 11.290
H55 16.708 18.834 13.169
H56 15.500 18.260 14.306
C53 14.055 21.862 21.406
C54 12.679 21.263 21.555
C55 13.074 20.016 22.402
O17 14.330 19.543 21.882
C56 14.912 20.616 21.159
H57 14.390 22.345 22.343
H58 14.197 22.615 20.661
H59 12.208 20.789 20.654
H60 11.824 21.900 21.892
H61 12.383 19.203 22.430
H62 13.279 20.302 23.479
H63 14.909 20.308 20.108
H64 15.911 20.779 21.536
C57 10.623 17.414 20.518
C58 10.130 15.940 20.643
C59 9.130 15.797 19.501
O18 9.460 16.909 18.596
C60 9.772 18.027 19.447
H65 11.707 17.452 20.240
H66 10.449 17.917 21.471
H67 9.690 15.689 21.646
H68 10.943 15.271 20.409
H69 8.101 16.021 19.883
H70 9.053 14.783 18.991
H71 8.786 18.315 19.964
H72 10.243 18.826 18.843
C61 20.714 17.412 20.191
C62 20.037 18.859 20.148
C63 18.590 18.546 19.814
O19 18.415 17.243 20.302
C64 19.528 16.533 19.795
H73 20.946 17.156 21.261
H74 21.499 17.245 19.502
H75 20.504 19.419 19.367
H76 20.048 19.301 21.146
H77 18.436 18.506 18.744
H78 17.801 19.182 20.167
H79 19.491 16.386 18.688
H80 19.597 15.612 20.310
C65 12.198 10.164 20.516
C66 10.841 10.929 20.454
C67 11.288 12.162 19.650
O20 12.209 11.666 18.668
C68 13.052 10.727 19.426
H81 12.066 9.057 20.503
H82 12.587 10.405 21.521
H83 10.546 11.198 21.416
H84 10.117 10.339 19.877
H85 11.817 12.760 20.435
H86 10.662 12.860 19.084
H87 13.928 11.196 19.855
H88 13.378 9.999 18.685
C69 12.725 17.876 25.241
C70 11.153 17.800 25.035
C71 10.793 19.234 25.094
O21 11.570 19.808 26.129
C72 12.795 19.110 26.130
H89 13.113 18.165 24.276
H90 13.135 16.983 25.690
H91 10.747 17.229 25.845
H92 10.927 17.370 24.113
H93 9.813 19.515 25.348
H94 11.090 19.708 24.126
H95 13.021 18.767 27.146
H96 13.564 19.830 25.794
C73 12.503 20.279 17.471
C74 13.076 18.943 17.764
C75 13.279 18.311 16.385
O22 12.090 18.813 15.672
C76 11.754 20.083 16.157
H97 13.315 21.006 17.238
H98 11.923 20.629 18.316
H99 12.440 18.279 18.277
H100 13.987 18.971 18.337
H101 13.281 17.208 16.380
H102 14.164 18.747 15.801
H103 10.638 20.114 16.042
H104 12.134 20.858 15.435
C77 14.324 23.349 26.786
C78 15.637 22.545 26.926
C79 16.233 22.686 25.570
O23 15.118 22.748 24.668
C80 13.982 23.388 25.359
H105 14.516 24.325 27.141
H106 13.537 22.974 27.457
H107 15.481 21.485 27.036
H108 16.342 22.915 27.626
H109 16.734 21.783 25.209
H110 16.864 23.580 25.489
H111 13.102 22.846 25.040
H112 13.920 24.418 24.978
C81 19.753 19.540 14.560
C82 21.229 19.848 14.635
C83 21.472 19.761 16.160
O24 20.740 18.579 16.620
C84 19.479 18.680 15.893
H113 19.465 18.941 13.699
H114 19.047 20.321 14.579
H115 21.588 20.807 14.298
H116 21.816 19.073 14.113
H117 20.973 20.699 16.631
H118 22.520 19.753 16.341
H119 18.668 19.101 16.571
H120 19.051 17.702 15.567
C85 17.322 23.144 18.402
C86 17.927 21.819 17.903
C87 16.909 21.223 16.959
O25 15.970 22.239 16.717
C88 15.891 23.067 17.840
H121 17.767 24.016 17.877
H122 17.482 23.200 19.455
H123 18.106 21.220 18.774
H124 18.887 21.932 17.379
H125 16.278 20.358 17.381
H126 17.254 20.856 15.998
H127 15.165 22.747 18.558
H128 15.599 24.023 17.466
C89 6.548 13.305 17.531
C90 7.627 12.176 17.434
C91 6.714 10.987 17.515
O26 5.817 11.296 18.544
C92 5.615 12.696 18.558
H129 6.106 13.511 16.573
H130 6.970 14.193 17.961
H131 8.294 12.278 18.291
H132 8.184 12.276 16.492
H133 7.236 9.974 17.634
H134 6.096 10.921 16.662
H135 5.775 13.079 19.574
H136 4.568 12.867 18.289
C93 15.180 11.229 14.040
C94 16.703 10.800 14.156
C95 17.375 11.956 13.305
O27 16.511 13.076 13.384
C96 15.295 12.717 13.976
H137 14.607 10.755 14.807
H138 14.821 10.901 13.048
H139 16.963 9.840 13.751
H140 17.074 10.834 15.175
H141 17.499 11.707 12.311
H142 18.335 12.414 13.736
H143 14.507 13.162 13.350
H144 15.280 13.193 14.954
C97 14.613 24.132 14.326
C98 15.367 25.021 13.262
C99 14.354 25.044 12.130
O28 13.010 24.958 12.793
C100 13.218 23.922 13.800
H145 14.626 24.621 15.324
H146 15.171 23.211 14.601
H147 16.331 24.654 12.988
H148 15.555 26.004 13.650
H149 14.501 24.132 11.466
H150 14.428 25.920 11.439
H151 13.112 22.867 13.441
H152 12.527 24.150 14.589